<1>
Computed, not measured: a cluster of 2 separate species, C16H17NO in total, with the ωB97M-V functional and the def2-TZVPD basis.

The structure (SMILES) is Cc1c[nH]c2ccccc12.Cc1ccc(O)cc1. For the orbital gap, the calculation gives 8.590 eV. The multiplicity is 1.

Positions of all 35 atoms, in Å:
1 O -0.29 0.88 -2.50
2 N 3.43 -1.13 2.16
3 C -3.45 1.73 0.07
4 C 3.78 0.22 -1.30
5 C 0.07 -2.33 0.14
6 C -1.09 1.52 -0.40
7 C 4.12 -0.48 1.12
8 C 2.15 -1.16 0.28
9 C -2.11 1.85 0.46
10 C 3.41 -0.51 -0.03
11 C -1.37 1.18 -1.71
12 C 1.04 -1.56 -0.46
13 C 2.31 -1.71 1.57
14 C -4.52 2.12 1.05
15 C 1.36 -2.50 2.18
16 C -3.71 1.30 -1.20
17 C -2.68 1.06 -2.13
18 C 0.26 -2.86 1.42
19 H -0.55 0.88 -3.44
20 H 2.95 0.33 -2.00
21 H -0.74 -2.70 -0.46
22 H -0.60 -3.41 1.78
23 H 4.32 1.12 -1.05
24 H -4.86 1.32 1.71
25 H -4.73 1.14 -1.52
26 H -2.96 1.08 -3.18
27 H -5.43 2.45 0.56
28 H 4.02 -1.71 2.75
29 H 1.50 -2.94 3.16
30 H 0.94 -1.40 -1.53
31 H 5.10 -0.04 1.24
32 H 4.51 -0.40 -1.83
33 H -1.89 2.27 1.43
34 H -0.07 1.45 -0.03
35 H -4.24 2.95 1.70

<2>
Computed, not measured: a cluster of 2 separate species, C16H17NO in total, with the ωB97M-V functional and the def2-TZVPD basis.

The structure (SMILES) is Cc1c[nH]c2ccccc12.Cc1ccc(O)cc1. For the orbital gap, the calculation gives 8.387 eV. The multiplicity is 1.

Positions of all 35 atoms, in Å:
1 O -2.79 -2.15 -2.06
2 N 4.70 -0.26 -0.24
3 C -3.11 -1.22 1.39
4 C -3.55 -0.08 -1.20
5 C -3.57 0.11 1.30
6 C 2.59 0.53 -0.63
7 C -3.94 0.78 2.54
8 C -3.79 0.63 -0.02
9 C 2.27 -0.85 -2.92
10 C -2.72 -1.95 0.28
11 C 1.36 1.90 0.85
12 C 4.13 -0.96 -1.37
13 C 3.74 0.54 0.30
14 C 1.41 1.21 -0.33
15 C 2.41 2.03 1.80
16 C 2.90 -0.42 -1.72
17 C -3.08 -1.42 -0.97
18 C 3.61 1.45 1.37
19 H -4.91 0.56 2.86
20 H 0.39 2.33 1.10
21 H -3.11 0.66 3.41
22 H 5.49 -0.64 0.32
23 H -2.51 -2.97 0.54
24 H 4.76 -1.69 -1.77
25 H -2.88 -1.45 2.43
26 H -2.24 -3.05 -1.79
27 H 2.35 2.69 2.80
28 H 2.31 -1.95 -2.87
29 H 4.49 1.65 2.03
30 H 0.57 1.20 -0.93
31 H -3.69 0.29 -2.30
32 H 1.16 -0.57 -2.84
33 H -3.86 1.74 -0.10
34 H 2.95 -0.59 -3.73
35 H -3.85 1.92 2.48

<3>
Computed, not measured: a cluster of 2 separate species, C16H17NO in total, with the ωB97M-V functional and the def2-TZVPD basis.

The structure (SMILES) is Cc1c[nH]c2ccccc12.Cc1ccc(O)cc1. For the orbital gap, the calculation gives 8.339 eV. The multiplicity is 1.

Positions of all 35 atoms, in Å:
1 O -0.87 -1.93 3.11
2 N 0.76 1.32 0.46
3 C -1.54 -2.39 2.01
4 C 2.66 3.36 -1.74
5 C -3.42 -2.26 0.54
6 C 2.94 1.80 0.34
7 C 4.38 1.96 0.72
8 C -1.71 -3.86 0.11
9 C 2.00 1.07 1.00
10 C -0.04 2.52 -1.59
11 C 1.73 3.78 -2.66
12 C 2.26 2.49 -0.72
13 C -1.02 -3.44 1.25
14 C -2.89 -3.25 -0.29
15 C -2.79 -1.90 1.72
16 C 0.41 3.31 -2.63
17 C -3.59 -3.71 -1.54
18 C 0.90 2.16 -0.62
19 H 2.05 4.38 -3.50
20 H -4.39 -1.87 0.25
21 H -0.08 0.81 0.67
22 H 4.50 2.74 1.49
23 H -3.67 -4.79 -1.60
24 H -0.30 -2.63 3.47
25 H 5.03 2.22 -0.11
26 H -1.35 -4.75 -0.39
27 H -0.14 -4.00 1.53
28 H -4.58 -3.28 -1.66
29 H 3.68 3.74 -1.77
30 H -0.28 3.70 -3.36
31 H -3.21 -1.10 2.33
32 H 2.08 0.50 1.91
33 H -1.03 2.11 -1.50
34 H -3.03 -3.36 -2.41
35 H 4.76 1.04 1.16

Computed relative energies in units of eV: <1> 0.490; <2> 2.970; <3> 0.000

<1>
Computed, not measured: a cluster of 2 separate species, CH3I2N2 in total, with the ωB97M-V functional and the def2-TZVPD basis.

For the orbital gap (alpha / beta), the calculation gives 6.460 / 5.804 eV. As for the charge: +1. The multiplicity is 3.

Positions of all 8 atoms, in Å:
1 I -1.16 -0.60 -3.10
2 I -1.83 1.53 -1.68
3 N 1.71 0.26 0.25
4 N -0.32 -0.39 1.27
5 C 0.72 -0.19 0.65
6 H -0.46 -1.12 2.09
7 H -0.99 0.38 1.09
8 H 2.32 0.13 -0.56

<2>
Computed, not measured: the ion CH3I2N2 with charge +1, with the ωB97M-V functional and the def2-TZVPD basis.

For the orbital gap (alpha / beta), the calculation gives 7.515 / 5.550 eV. As for the charge: +1. The multiplicity is 3.

Positions of all 8 atoms, in Å:
1 I -2.58 1.44 0.00
2 I -1.41 -1.59 -0.01
3 N 1.40 -0.96 0.41
4 N -0.74 1.90 -0.15
5 C 0.28 -0.49 0.11
6 H -0.54 1.93 -1.24
7 H 2.17 -0.32 0.33
8 H 1.44 -1.91 0.55

Computed relative energies in units of eV: <1> 0.000; <2> 3.170

<1>
Computed, not measured: a cluster of 2 separate species, C6H16O in total, with the ωB97M-V functional and the def2-TZVPD basis.

The structure (SMILES) is CC(C)O.CCC. For the orbital gap, the calculation gives 11.157 eV. The multiplicity is 1.

Positions of all 23 atoms, in Å:
1 O -0.38 -1.51 -1.86
2 C 1.58 -0.29 -1.26
3 C 0.61 -1.39 -0.81
4 C -0.98 2.10 1.24
5 C -2.19 1.70 0.40
6 C -0.11 0.98 1.79
7 C 1.34 -2.71 -0.77
8 H -2.54 2.52 -0.21
9 H 2.15 -2.66 -0.04
10 H -1.28 2.73 2.11
11 H 1.79 -2.89 -1.76
12 H 0.92 1.26 2.02
13 H -2.98 1.45 1.10
14 H -0.05 0.16 1.07
15 H -1.14 -0.95 -1.69
16 H -0.39 2.98 0.94
17 H 2.62 -0.54 -1.09
18 H 0.06 -1.20 0.10
19 H -1.93 0.78 -0.12
20 H 1.30 0.72 -0.93
21 H -0.55 0.59 2.71
22 H 1.43 -0.22 -2.33
23 H 0.74 -3.60 -0.64

<2>
Computed, not measured: a cluster of 2 separate species, C6H16O in total, with the ωB97M-V functional and the def2-TZVPD basis.

The structure (SMILES) is CCCCCC.O. For the orbital gap, the calculation gives 11.669 eV. The multiplicity is 1.

Positions of all 23 atoms, in Å:
1 O 0.62 3.53 1.25
2 C -0.39 -0.49 1.32
3 C 0.44 -1.10 -1.67
4 C -0.89 -1.81 -1.93
5 C 0.30 0.28 -1.03
6 C 0.88 -0.15 2.06
7 C -0.64 0.45 0.15
8 H -0.73 -2.74 -2.48
9 H -1.57 -1.15 -2.48
10 H 1.31 0.63 -0.77
11 H -1.39 -2.10 -1.01
12 H -1.22 -0.52 2.03
13 H -0.42 -1.50 0.89
14 H 1.12 0.91 1.98
15 H 0.06 3.78 0.53
16 H -1.64 0.45 -0.32
17 H 1.04 -1.78 -1.04
18 H -0.60 1.48 0.51
19 H -0.04 3.00 1.72
20 H 1.76 -0.67 1.64
21 H 0.92 -0.40 3.12
22 H 0.99 -1.06 -2.61
23 H 0.11 0.96 -1.87

<3>
Computed, not measured: a cluster of 2 separate species, C6H16O in total, with the ωB97M-V functional and the def2-TZVPD basis.

The structure (SMILES) is CCCCCC.O. For the orbital gap, the calculation gives 11.150 eV. The multiplicity is 1.

Positions of all 23 atoms, in Å:
1 O 2.41 4.09 -0.76
2 C -1.41 -2.26 2.19
3 C -0.83 1.24 -1.59
4 C -0.01 -0.52 1.01
5 C 0.86 -0.14 -0.17
6 C 0.22 0.15 -1.54
7 C -0.63 -1.91 0.94
8 H -0.94 -2.95 2.90
9 H 3.16 3.51 -0.51
10 H -0.15 -0.84 -1.87
11 H -0.58 1.96 -2.38
12 H 0.12 -2.71 0.82
13 H -0.79 0.26 0.94
14 H 2.09 3.71 -1.61
15 H 1.35 0.80 0.15
16 H -0.91 1.78 -0.63
17 H 1.05 0.44 -2.22
18 H -1.77 -1.38 2.74
19 H -1.29 -1.94 0.05
20 H 0.47 -0.43 2.00
21 H 1.66 -0.89 -0.37
22 H -2.27 -2.76 1.72
23 H -1.82 0.79 -1.82

Computed relative energies in units of eV: <1> 0.737; <2> 0.000; <3> 0.229

<1>
Computed, not measured: a cluster of 4 separate species, C4H18NO3 in total, with the ωB97M-V functional and the def2-TZVPD basis.

For the orbital gap, the calculation gives 11.426 eV. As for the charge: +1. The multiplicity is 1.

Positions of all 26 atoms, in Å:
1 O -0.31 2.10 -1.04
2 O 1.80 -0.02 2.14
3 O 2.14 2.82 1.13
4 N 1.34 -1.24 -0.12
5 C 0.11 -1.88 -0.84
6 C -1.95 -0.49 -0.65
7 C -0.84 -1.06 -1.56
8 C -1.68 -0.25 0.85
9 H 1.98 -0.92 -0.84
10 H 2.60 3.68 1.25
11 H -0.21 -0.20 -2.06
12 H -0.55 -2.49 -0.13
13 H -2.05 0.65 1.52
14 H -2.39 -1.11 1.26
15 H -2.78 -1.19 -0.73
16 H 1.59 0.94 2.22
17 H 0.51 -2.61 -1.61
18 H -0.66 -0.42 1.27
19 H -1.15 2.50 -0.58
20 H 1.80 3.02 0.24
21 H -2.25 0.49 -1.13
22 H 0.93 -0.37 0.42
23 H -1.22 -1.75 -2.44
24 H 1.89 -0.52 2.95
25 H -0.49 2.25 -2.00
26 H 1.83 -1.93 0.49

<2>
Computed, not measured: a cluster of 4 separate species, C4H18NO3 in total, with the ωB97M-V functional and the def2-TZVPD basis.

For the orbital gap, the calculation gives 10.735 eV. As for the charge: +1. The multiplicity is 1.

Positions of all 26 atoms, in Å:
1 O -3.10 -0.08 -0.04
2 O 2.61 -3.87 3.46
3 O -0.51 -2.57 -2.30
4 N 0.87 0.27 -1.37
5 C -0.73 2.18 -1.71
6 C 0.32 1.60 -0.76
7 C 0.88 1.02 1.71
8 C -0.18 1.34 0.67
9 H 0.91 -0.38 -0.59
10 H -3.99 -0.26 -0.33
11 H 1.76 0.51 -1.80
12 H 0.25 -0.06 -2.12
13 H 3.50 -4.01 3.67
14 H 1.20 2.22 -0.59
15 H 1.97 -3.92 4.19
16 H -0.73 2.28 0.82
17 H -0.20 2.52 -2.60
18 H -1.41 1.39 -2.01
19 H 1.11 1.81 2.42
20 H -1.01 0.65 0.85
21 H -1.24 2.98 -1.19
22 H 0.61 0.19 2.36
23 H 1.88 0.82 1.27
24 H -0.62 -3.05 -3.13
25 H -1.09 -2.96 -1.62
26 H -3.05 -0.60 0.75

Computed relative energies in units of eV: <1> 1.236; <2> 0.000

<1>
Computed, not measured: a cluster of 2 separate species, C9H19N2O in total, with the ωB97M-V functional and the def2-TZVPD basis.

For the orbital gap, the calculation gives 6.918 eV. As for the charge: +1. The multiplicity is 1.

Positions of all 31 atoms, in Å:
1 O -0.66 2.21 -1.03
2 N -2.13 -0.92 0.00
3 N 2.09 0.09 -1.68
4 C -2.75 -2.08 -0.68
5 C -0.51 1.15 1.11
6 C 3.13 1.12 0.25
7 C -1.72 0.16 -0.82
8 C 2.35 0.03 -0.37
9 C 1.87 -1.18 0.31
10 C -1.46 -1.16 1.17
11 C -0.54 -0.29 1.74
12 C -1.35 1.44 -0.04
13 H 2.27 0.94 -2.14
14 H 2.88 1.21 1.31
15 H -2.61 0.54 -1.37
16 H -0.82 3.13 -0.83
17 H -0.93 -0.04 -1.56
18 H 2.24 -1.25 1.29
19 H -3.20 -1.67 -1.54
20 H 1.42 -0.57 -2.08
21 H 4.13 0.85 0.28
22 H 0.81 -0.88 0.53
23 H -0.91 1.76 1.89
24 H -1.63 -2.18 1.63
25 H -2.01 -2.84 -0.96
26 H 2.14 -2.20 -0.01
27 H 0.01 -0.30 2.70
28 H 0.58 1.38 0.94
29 H 3.16 2.13 -0.23
30 H -2.26 1.98 0.27
31 H -3.60 -2.55 -0.08

<2>
Computed, not measured: the ion C9H19N2O with charge +1, with the ωB97M-V functional and the def2-TZVPD basis.

The structure (SMILES) is C/C=N/[C@]1(OC)C[C@]1(C)[C@H](C)[NH3+]. For the orbital gap, the calculation gives 9.258 eV. As for the charge: +1. The multiplicity is 1.

Positions of all 31 atoms, in Å:
1 O 1.16 -1.81 -0.14
2 N -2.44 1.48 -1.01
3 N 1.33 0.64 -0.29
4 C -1.37 0.86 -0.06
5 C 1.44 -1.91 1.20
6 C -1.69 -1.74 -0.07
7 C -0.26 -0.71 -1.79
8 C -1.94 0.94 1.42
9 C 2.57 0.46 -0.10
10 C 0.60 -0.58 -0.56
11 C 3.40 1.67 0.01
12 C -0.95 -0.48 -0.48
13 H 2.51 -2.29 1.34
14 H 0.64 -2.37 1.82
15 H 3.90 1.91 -0.90
16 H -1.04 0.43 1.95
17 H -2.71 -1.62 -0.16
18 H -1.96 1.97 1.69
19 H -2.05 1.54 -2.06
20 H 3.03 -0.47 -0.24
21 H -1.61 -2.60 -0.63
22 H -2.66 2.34 -0.57
23 H 2.88 2.42 0.50
24 H 1.49 -0.82 1.62
25 H -0.19 0.10 -2.42
26 H -1.42 -2.05 0.91
27 H -3.17 0.79 -0.92
28 H -0.46 1.55 -0.05
29 H 4.26 1.53 0.75
30 H -0.31 -1.68 -2.21
31 H -2.94 0.49 1.46

Computed relative energies in units of eV: <1> 0.000; <2> 1.070